(1)
Molecular formula: C7H10
Method: DFT, ωB97M-V/def2-TZVPD

Calculated values
**HOMO level**: -7.8 eV
**Total energy**: -272.5852 a.u.
**Multiplicity**: 1
**SMILES**: C[C@@H]1[C@@H]2C=CC[C@H]12
**Frontier orbital gap**: 8.872 eV

Geometry as XYZ:
```
17
Properties=species:S:1:pos:R:3:forces:R:3:nbo_charge:R:1
C -1.8508 0.4303 0.0136 -0.03 0.19 0.15 -0.64
C -0.9894 -0.7841 -0.1566 -0.37 0.18 0.64 -0.14
C 0.6043 -0.9118 -0.8500 -0.48 0.73 0.12 -0.31
C 1.4331 0.3715 -0.9386 -0.15 0.12 -0.06 -0.47
C 1.4293 0.9393 0.4618 -0.13 -0.16 0.07 -0.18
C 0.7797 0.1323 1.3008 0.22 0.07 -0.05 -0.20
C 0.2205 -1.0852 0.6072 -0.13 -0.07 0.44 -0.29
H -2.6932 0.4251 -0.6870 0.23 0.02 0.06 0.22
H -2.2618 0.4157 1.0300 -0.07 0.17 -0.09 0.22
H -1.2899 1.3597 -0.1079 -0.09 -0.11 0.03 0.23
H -1.5368 -1.6930 -0.4442 0.22 0.43 -0.08 0.21
H -0.2731 -0.9752 -1.5280 0.98 -1.23 -1.23 0.29
H 1.0372 1.0613 -1.6944 0.04 0.08 0.14 0.21
H 2.4655 0.1371 -1.2595 -0.38 -0.03 0.05 0.22
H 1.8947 1.8901 0.7248 -0.17 -0.25 -0.03 0.21
H 0.5919 0.3325 2.3530 0.17 -0.11 -0.14 0.21
H 0.2818 -2.0344 1.1317 0.15 -0.02 -0.03 0.21
```
Positions in Å, forces in eV/Å.

---

(2)
Molecular formula: C6H10O
Method: DFT, ωB97M-V/def2-TZVPD

Calculated values
**HOMO level**: -8.8 eV
**Total energy**: -309.7978 a.u.
**Multiplicity**: 1
**SMILES**: C=C/C=C\CCO
**Frontier orbital gap**: 9.605 eV

Geometry as XYZ:
```
17
Properties=species:S:1:pos:R:3:forces:R:3:nbo_charge:R:1
O -0.3634 0.0235 2.5282 -0.10 0.27 0.19 -0.71
C 1.3897 -0.4679 -1.5504 0.00 -0.09 -0.10 -0.22
C 0.5637 -1.5146 -1.6028 -0.05 0.02 0.03 -0.38
C -1.0807 -0.3740 1.3783 -0.13 -0.24 -0.28 -0.05
C -1.0452 0.6663 0.2485 -0.03 0.03 -0.01 -0.49
C 0.3291 1.2348 0.0225 0.21 -0.07 -0.12 -0.13
C 1.3300 0.7457 -0.7216 -0.18 0.04 0.13 -0.24
H -0.7127 0.8724 2.8250 0.04 -0.11 0.04 0.46
H 2.2604 -0.5052 -2.2012 -0.06 0.01 0.01 0.20
H 0.7593 -2.3442 -2.2779 0.01 0.19 0.09 0.20
H -0.3194 -1.6073 -0.9833 0.10 0.01 -0.05 0.18
H -2.1288 -0.6143 1.6208 0.18 0.06 -0.02 0.16
H -0.6022 -1.3028 1.0566 -0.03 0.13 0.03 0.18
H -1.4435 0.2072 -0.6658 0.08 0.05 0.12 0.22
H -1.7277 1.4891 0.5050 0.11 -0.13 -0.02 0.20
H 0.5432 2.1589 0.5553 -0.02 -0.09 -0.06 0.20
H 2.2482 1.3323 -0.7373 -0.15 -0.09 0.02 0.21
```
Positions in Å, forces in eV/Å.

---

What did the second record say?
Molecular formula: C6H10O
Method: DFT, ωB97M-V/def2-TZVPD

Calculated values
**HOMO level**: -8.8 eV
**Total energy**: -309.7978 a.u.
**Multiplicity**: 1
**SMILES**: C=C/C=C\CCO
**Frontier orbital gap**: 9.605 eV

Geometry as XYZ:
```
17
Properties=species:S:1:pos:R:3:forces:R:3:nbo_charge:R:1
O -0.3634 0.0235 2.5282 -0.10 0.27 0.19 -0.71
C 1.3897 -0.4679 -1.5504 0.00 -0.09 -0.10 -0.22
C 0.5637 -1.5146 -1.6028 -0.05 0.02 0.03 -0.38
C -1.0807 -0.3740 1.3783 -0.13 -0.24 -0.28 -0.05
C -1.0452 0.6663 0.2485 -0.03 0.03 -0.01 -0.49
C 0.3291 1.2348 0.0225 0.21 -0.07 -0.12 -0.13
C 1.3300 0.7457 -0.7216 -0.18 0.04 0.13 -0.24
H -0.7127 0.8724 2.8250 0.04 -0.11 0.04 0.46
H 2.2604 -0.5052 -2.2012 -0.06 0.01 0.01 0.20
H 0.7593 -2.3442 -2.2779 0.01 0.19 0.09 0.20
H -0.3194 -1.6073 -0.9833 0.10 0.01 -0.05 0.18
H -2.1288 -0.6143 1.6208 0.18 0.06 -0.02 0.16
H -0.6022 -1.3028 1.0566 -0.03 0.13 0.03 0.18
H -1.4435 0.2072 -0.6658 0.08 0.05 0.12 0.22
H -1.7277 1.4891 0.5050 0.11 -0.13 -0.02 0.20
H 0.5432 2.1589 0.5553 -0.02 -0.09 -0.06 0.20
H 2.2482 1.3323 -0.7373 -0.15 -0.09 0.02 0.21
```
Positions in Å, forces in eV/Å.

---

Question: What is the HOMO level in the second record?
Answer: -8.8 eV

---

Question: Which value of total energy does entry 1 give?
Answer: -272.5852 a.u.

---

Question: frontier orbital gap of number 1 (C7H10)?
Answer: 8.872 eV